{"formula": "C60H42Cl5OP3ReSi", "method": "the ωB97M-V functional and the def2-TZVPD basis", "elements": ["Re", "Cl", "Cl", "Cl", "Cl", "Cl", "P", "P", "P", "Si", "O", "C", "C", "C", "C", "C", "C", "C", "C", "C", "C", "C", "C", "C", "C", "C", "C", "C", "C", "C", "C", "C", "C", "C", "C", "C", "C", "C", "C", "C", "C", "C", "C", "C", "C", "C", "C", "C", "C", "C", "C", "C", "C", "C", "C", "C", "C", "C", "C", "C", "C", "C", "C", "C", "C", "C", "C", "C", "C", "C", "C", "H", "H", "H", "H", "H", "H", "H", "H", "H", "H", "H", "H", "H", "H", "H", "H", "H", "H", "H", "H", "H", "H", "H", "H", "H", "H", "H", "H", "H", "H", "H", "H", "H", "H", "H", "H", "H", "H", "H", "H", "H", "H"], "coordinates": [[0.2715, -0.0243, 0.1366], [2.2240, -1.1573, 1.1248], [3.5508, -1.2856, 6.4251], [0.5736, -0.7567, 7.2229], [-1.1695, 0.6389, 4.9493], [4.1299, -2.1318, 3.4804], [0.7352, 2.3704, 0.5108], [0.2033, -0.0120, -2.2550], [-0.9552, -2.1525, 0.5730], [-2.0159, 0.8091, -0.1313], [-0.1325, 0.1582, 2.3208], [-1.3728, -2.3060, 3.2537], [0.0774, -3.2158, 5.0020], [0.4745, -0.4726, 3.1674], [-1.1908, -3.5812, -1.7653], [-3.6096, -2.8796, 0.9069], [-3.7089, 1.0038, -2.4562], [1.0224, 1.3780, -3.0852], [2.8180, 5.4495, -1.2159], [-0.8008, -3.6471, -0.4272], [-0.2333, -5.9689, -0.7159], [2.0419, -2.4405, -4.9847], [0.4265, 4.0967, -1.6165], [1.1135, 3.1513, -4.7063], [-1.9842, 4.8332, 2.2855], [3.9357, 0.8930, 2.3232], [1.2906, 3.6946, -0.5980], [-2.4305, 0.7311, -1.9660], [2.1183, -3.5806, -2.8695], [1.0820, -0.7745, 5.5903], [0.9858, -3.5451, 4.0981], [-3.1861, -0.4982, 0.5785], [1.6448, -1.3498, 2.8562], [1.4414, -2.5208, -2.2824], [1.9720, 2.2345, 1.8285], [3.2511, 1.6793, 1.4714], [-0.8450, -2.0892, 4.6405], [-0.4946, -2.6057, 2.2925], [2.3708, 1.5862, -2.7977], [-5.4231, -1.3204, 1.0498], [-4.9556, -2.6290, 1.0970], [-1.5208, 0.0868, -2.8178], [1.3804, -1.3777, -4.3943], [0.9657, -2.8126, 2.7854], [-0.3300, -4.8470, 0.0977], [3.3779, 0.5291, 3.6625], [-0.8271, 3.0456, 1.1619], [-2.7320, -1.8206, 0.6686], [2.3385, -1.0523, 5.2460], [-4.0822, 0.6254, -3.7365], [2.8178, -0.9782, 3.8052], [2.4513, 3.3572, -4.4130], [-2.0452, 2.4430, 0.8014], [2.4843, 4.3807, -0.3941], [1.0529, -1.4179, -3.0358], [-4.5522, -0.2762, 0.7829], [-0.0417, -0.6784, 4.5961], [-1.9052, -0.3268, -4.0914], [1.6436, 2.2667, 3.2082], [-3.1886, -0.0652, -4.5454], [0.3934, 2.1676, -4.0389], [-1.1031, -4.7025, -2.5694], [-0.8023, 4.2374, 1.8836], [2.3440, 1.5272, 4.1024], [0.7618, 5.1644, -2.4289], [-0.6180, -5.8959, -2.0460], [3.0828, 2.5757, -3.4508], [-3.2237, 3.0808, 1.2033], [-3.1984, 4.2535, 1.9411], [2.4100, -3.5436, -4.2231], [1.9602, 5.8393, -2.2314], [0.0864, 5.4751, -3.2145], [-6.4746, -1.1182, 1.2018], [-0.0617, -4.9271, 1.1429], [-4.1849, 2.6658, 0.9340], [-0.5178, 3.5839, -1.7689], [3.1478, 4.1158, 0.4165], [4.8813, 0.4569, 2.0293], [-5.0779, 0.8456, -4.0963], [2.2173, 6.6789, -2.8632], [-3.2377, -3.8968, 0.9520], [0.8088, 2.8633, 3.5561], [2.1288, 1.6230, 5.1572], [4.1959, 0.5088, 4.3905], [0.1274, -6.9020, -0.3054], [-1.4119, -4.6491, -3.6042], [0.0128, -3.6751, 5.9779], [-4.4399, 1.4963, -1.8254], [4.1274, 2.7343, -3.2199], [2.2862, -2.4025, -6.0374], [-4.1259, 4.7221, 2.2409], [-1.6325, -1.9421, 5.3742], [-3.4888, -0.3909, -5.5319], [-0.6542, 2.0249, -4.2706], [-5.6394, -3.4458, 1.2823], [2.8751, 0.9594, -2.0663], [-0.5501, -6.7730, -2.6750], [-4.9604, 0.7227, 0.7143], [1.7416, -4.3008, 4.2580], [3.0074, 4.1251, -4.9334], [-2.4028, -2.0579, 3.0432], [3.7427, 5.9850, -1.0496], [0.6222, 3.7588, -5.4543], [2.4129, -4.4317, -2.2703], [3.6405, 1.8410, 0.4721], [1.1989, -2.5729, -1.2301], [-1.2086, -0.8499, -4.7327], [0.1434, 4.7165, 2.1128], [1.5662, -3.3539, 2.0585], [1.1459, -0.5026, -4.9875], [-1.5655, -2.6496, -2.1814], [2.9383, -4.3662, -4.6857], [-1.9612, 5.7564, 2.8480]], "forces_ev_per_a": [[-0.366, 0.237, -0.152], [0.371, -0.266, 0.234], [0.010, -0.006, 0.057], [0.038, 0.000, 0.034], [-0.021, 0.020, -0.004], [0.063, -0.055, -0.001], [-0.074, 0.137, 0.100], [-0.041, -0.069, -0.025], [-0.007, -0.048, 0.047], [0.192, -0.131, 0.068], [0.000, 0.052, -0.147], [0.032, 0.036, -0.057], [0.029, -0.025, -0.072], [0.047, 0.019, 0.196], [-0.224, -0.018, 0.002], [0.039, -0.011, -0.010], [-0.002, -0.003, 0.002], [0.031, -0.105, -0.014], [-0.034, -0.003, 0.018], [-0.110, -0.091, 0.040], [0.002, 0.006, -0.041], [-0.011, 0.003, -0.005], [-0.031, 0.041, 0.094], [0.001, -0.158, -0.076], [-0.038, -0.002, 0.000], [0.022, -0.015, 0.044], [-0.002, -0.009, -0.007], [-0.108, 0.011, -0.032], [0.066, 0.073, -0.006], [0.041, 0.091, 0.054], [-0.104, 0.000, 0.023], [-0.091, -0.004, -0.026], [-0.025, 0.067, -0.169], [0.213, 0.081, -0.001], [0.020, -0.048, -0.011], [-0.114, 0.113, 0.001], [-0.072, 0.012, 0.043], [0.035, 0.002, 0.050], [0.015, -0.007, 0.009], [0.025, -0.025, -0.009], [-0.038, 0.031, 0.005], [0.017, 0.033, -0.036], [-0.017, 0.009, 0.000], [0.043, -0.062, -0.065], [0.020, 0.040, -0.008], [0.057, 0.068, 0.019], [0.035, 0.002, -0.040], [-0.001, 0.007, 0.012], [-0.005, 0.020, -0.010], [0.030, -0.008, -0.010], [-0.139, -0.033, -0.007], [0.031, -0.110, -0.041], [-0.081, 0.111, 0.011], [-0.023, 0.030, -0.003], [0.034, -0.001, -0.033], [0.042, -0.041, -0.005], [-0.001, -0.082, -0.124], [-0.002, 0.032, -0.012], [0.028, 0.017, -0.036], [-0.001, 0.015, 0.033], [0.048, -0.022, -0.149], [-0.080, -0.040, 0.071], [0.059, 0.028, -0.016], [-0.031, -0.083, -0.023], [-0.002, 0.108, 0.179], [-0.016, 0.030, 0.005], [-0.053, 0.014, -0.051], [0.063, 0.004, -0.008], [0.034, -0.008, 0.000], [-0.005, -0.017, 0.018], [-0.033, 0.038, 0.060], [-0.007, 0.010, 0.004], [-0.020, 0.004, 0.004], [0.014, 0.021, 0.055], [-0.039, -0.021, -0.001], [0.016, 0.012, 0.037], [0.025, -0.039, 0.038], [0.025, -0.002, -0.003], [-0.018, 0.004, -0.008], [0.005, 0.010, -0.009], [0.014, -0.004, -0.002], [-0.003, 0.002, -0.032], [0.013, -0.013, 0.022], [0.017, 0.013, -0.009], [0.004, -0.010, 0.010], [-0.002, 0.003, -0.030], [0.007, -0.009, 0.027], [-0.005, 0.014, 0.020], [0.017, 0.007, -0.006], [0.008, 0.005, -0.012], [-0.012, 0.012, -0.004], [0.005, -0.036, -0.003], [-0.002, -0.006, -0.015], [-0.005, -0.012, 0.000], [-0.006, -0.011, 0.001], [-0.013, -0.008, -0.002], [0.004, -0.012, -0.013], [-0.010, 0.042, 0.006], [0.012, -0.020, 0.005], [0.009, 0.016, -0.004], [-0.031, -0.009, 0.013], [0.012, 0.006, 0.008], [-0.006, 0.010, -0.020], [0.001, -0.005, 0.017], [-0.001, 0.020, -0.035], [0.168, 0.073, -0.065], [0.043, -0.006, -0.024], [0.005, -0.005, -0.003], [-0.041, -0.030, 0.004], [-0.025, 0.011, -0.008], [-0.014, -0.064, 0.047], [0.003, -0.011, -0.011], [0.002, 0.007, 0.017]], "total_charge": 2, "spin_multiplicity": 4, "lumo_energy_ha": [-0.1956, -0.2463], "orbital_gap_ev": [6.951, 6.506]}

=====

{"formula": "C60H46F4NaP2Pd", "method": "the ωB97M-V functional and the def2-TZVPD basis", "elements": ["Pd", "P", "P", "Na", "F", "F", "F", "F", "C", "C", "C", "C", "C", "C", "C", "C", "C", "C", "C", "C", "C", "C", "C", "C", "C", "C", "C", "C", "C", "C", "C", "C", "C", "C", "C", "C", "C", "C", "C", "C", "C", "C", "C", "C", "C", "C", "C", "C", "C", "C", "C", "C", "C", "C", "C", "C", "C", "C", "C", "C", "C", "C", "C", "C", "C", "C", "C", "C", "H", "H", "H", "H", "H", "H", "H", "H", "H", "H", "H", "H", "H", "H", "H", "H", "H", "H", "H", "H", "H", "H", "H", "H", "H", "H", "H", "H", "H", "H", "H", "H", "H", "H", "H", "H", "H", "H", "H", "H", "H", "H", "H", "H", "H", "H"], "coordinates": [[-1.2792, -0.4553, 0.3407], [-2.7766, -2.1590, -0.0349], [0.5163, -1.1997, 1.5542], [5.3471, 3.1117, -3.4194], [-5.1158, 2.6120, -1.4092], [4.8334, -0.4256, -3.9357], [-3.0392, 2.7844, 2.8511], [4.6344, 1.9641, 0.1888], [4.7973, 0.8016, -1.9066], [-2.4622, -3.9288, -0.4145], [0.7460, -4.8365, 3.4896], [1.6757, 1.2899, 1.9194], [-0.5496, -4.9590, 4.0043], [4.0719, 1.6169, -1.0338], [2.5492, 5.1179, -1.0521], [-3.9849, 2.4455, -0.6298], [-1.0328, -2.6903, 3.3150], [-4.0484, 2.8480, 0.7056], [3.8677, 5.2274, -3.2882], [2.0710, -2.2881, -0.4914], [0.3541, 0.4740, 3.7973], [3.2704, -2.7031, -1.0768], [5.1041, 5.5989, -3.8522], [4.4940, -2.4257, -0.4615], [-1.8605, -6.6414, -0.9432], [1.1295, 2.7735, 3.7453], [-3.9706, -2.2214, 1.3536], [-2.8520, 1.8906, -1.2056], [4.1903, 0.4887, -3.1290], [3.3346, -1.3132, 1.3472], [-1.4301, -3.8760, 3.9323], [-5.5977, -2.1424, 3.6622], [-1.2831, -4.5160, 0.0720], [-2.9504, 2.5208, 1.5013], [4.0555, 6.4346, 0.1223], [-3.7484, -1.6675, -1.5018], [-5.6349, -0.5514, -2.5387], [-5.0334, -0.9672, 3.1589], [-3.1752, -1.8491, -2.7738], [5.8614, 6.5362, -1.7227], [-1.6524, 1.7197, -0.3917], [3.6444, 5.4409, -1.9250], [2.3080, 1.9080, -2.6524], [2.8160, 5.7484, 0.1964], [2.8404, 2.1256, -1.3665], [4.5254, -1.7265, 0.7473], [0.4503, 1.7347, 4.3925], [-4.9694, -0.9870, -1.3900], [6.1075, 6.1983, -3.0562], [-5.3256, -3.3616, 3.0283], [1.1429, -3.6574, 2.8496], [-0.1612, 2.0520, -2.3670], [0.2344, -2.5856, 2.7109], [1.7481, 2.5516, 2.5110], [-1.7644, 1.9760, 1.0171], [-3.8532, -1.4262, -3.9192], [-4.2356, -1.0106, 2.0142], [-3.0418, -6.0751, -1.4376], [-5.0933, -0.7897, -3.8044], [-3.3439, -4.7322, -1.1730], [-0.9892, -5.8577, -0.1783], [0.9543, 0.2566, 2.5452], [4.6333, 6.1818, -1.1542], [-4.5116, -3.4087, 1.8888], [3.0266, 1.0794, -3.5712], [2.0958, -1.6028, 0.7393], [1.0221, 2.4940, -2.9884], [-0.3313, 1.7631, -1.0261], [-6.5801, -0.0151, -2.4394], [5.4295, -2.7562, -0.9217], [-0.0722, -6.2991, 0.2187], [2.2495, 2.7235, -0.6675], [1.4463, -5.6729, 3.5685], [2.5735, 0.8099, -4.5278], [1.1136, -2.4963, -0.9741], [-6.2310, -2.1054, 4.5527], [0.5070, 1.4298, -0.4060], [-0.1738, -0.3432, 4.2909], [0.9425, 3.0024, -3.9493], [3.3722, -0.7770, 2.2970], [-4.2844, -4.3725, 1.4284], [-0.8710, -5.8978, 4.4637], [6.5946, 7.0738, -1.1070], [3.0593, 4.8030, -3.8873], [4.5262, 7.0444, 0.8914], [-0.8633, 1.9469, 1.6406], [-1.0346, 1.8827, -3.0238], [-3.7258, -6.6842, -2.0368], [3.2583, -3.2554, -2.0187], [-5.6325, -0.4635, -4.6971], [-5.4000, -0.7939, -0.4070], [1.1908, 3.7586, 4.2132], [1.6716, 4.5718, -1.3740], [-0.0070, 1.9006, 5.3693], [5.7285, 0.3484, -1.6156], [-4.2663, -4.3104, -1.5789], [-2.4376, -3.9636, 4.3401], [-1.6186, -7.6877, -1.1575], [2.1742, 1.1005, 0.9664], [-0.5919, -3.9052, 0.6573], [-1.7312, -1.8520, 3.2552], [2.1534, -3.5714, 2.4395], [-2.1967, -2.3224, -2.8642], [-5.7438, -4.2833, 3.4407], [-2.8685, 1.5801, -2.2474], [7.0638, 6.4784, -3.5130], [5.4793, -1.5009, 1.2315], [-3.4170, -1.5903, -4.9049], [-5.2013, -0.0118, 3.6583], [-4.9348, 3.3286, 1.1089], [2.1507, 5.7498, 1.0571], [2.3026, 3.3519, 2.0178], [-3.7683, -0.0914, 1.6517], [5.3088, 5.4088, -4.9201]], "forces_ev_per_a": [[0.243, 0.180, -0.820], [-1.150, -0.653, 0.146], [1.009, 0.008, 0.069], [-0.043, 0.252, 0.282], [1.427, -0.140, 0.935], [-0.610, 0.923, 0.695], [0.159, -0.198, -1.423], [-0.825, -0.711, -1.703], [-0.534, 0.087, 0.182], [0.458, -0.535, -0.135], [-0.096, 0.145, 0.014], [-0.257, 0.192, 0.277], [0.133, 0.142, -0.119], [1.194, 0.149, 0.894], [0.768, 0.751, -0.049], [-0.557, -0.156, -0.693], [0.085, -0.148, -0.269], [0.333, -0.560, -0.019], [0.335, -0.137, -0.183], [0.313, 0.211, 0.379], [0.230, 0.270, -0.297], [0.025, 0.000, -0.024], [-0.127, -0.440, -0.258], [-0.109, 0.024, 0.078], [-0.025, 0.284, 0.101], [-0.085, -0.097, 0.076], [-0.258, -0.204, 0.585], [0.410, -0.393, 0.976], [0.821, -0.400, -0.342], [-0.111, -0.292, -0.204], [0.170, -0.003, 0.083], [0.192, -0.083, -0.198], [-0.161, 0.080, -0.037], [-0.160, 0.203, 0.872], [-0.162, -0.585, 0.179], [-0.131, 0.426, -0.301], [0.095, -0.040, 0.031], [-0.022, -0.089, -0.189], [-0.247, 0.150, 0.046], [-0.034, -0.150, -0.262], [-0.503, 1.493, -0.805], [-0.275, -0.317, 0.654], [1.629, 0.043, 0.898], [0.556, 0.315, -0.839], [-0.955, 0.199, -0.056], [-0.115, 0.061, -0.033], [0.092, -0.051, -0.070], [0.079, -0.113, -0.250], [0.355, 0.347, 0.190], [0.034, 0.209, 0.002], [-0.250, 0.197, -0.085], [0.892, 0.574, -2.381], [-0.174, -0.536, 0.207], [0.108, -0.237, 0.065], [-0.007, 0.142, -0.461], [-0.054, 0.032, 0.177], [-0.007, -0.138, 0.187], [0.135, 0.221, 0.160], [0.072, 0.053, 0.164], [0.154, 0.042, 0.060], [-0.112, -0.141, -0.122], [-0.282, 0.298, 0.169], [-0.763, 0.191, 0.350], [0.003, 0.341, -0.047], [-1.021, 0.455, 0.339], [0.434, -0.271, -0.277], [-1.877, -1.809, -0.218], [-0.531, -2.353, 2.255], [0.255, -0.200, -0.047], [-0.356, 0.093, 0.130], [-0.266, 0.193, -0.121], [0.703, -0.152, -0.210], [-0.233, 0.331, -0.014], [0.325, 0.107, 0.235], [0.242, 0.030, 0.114], [0.250, -0.069, -0.319], [-0.128, 1.050, 0.100], [0.103, 0.307, -0.080], [-0.127, -0.443, -0.016], [-0.043, -0.179, -0.270], [-0.088, 0.302, 0.113], [0.128, 0.353, -0.158], [-0.207, -0.246, -0.439], [0.214, 0.080, -0.146], [-0.202, -0.309, -0.066], [-0.447, -0.002, -0.058], [0.342, 1.285, 0.396], [0.226, 0.301, 0.243], [-0.044, 0.191, 0.263], [0.213, -0.111, 0.294], [0.063, -0.094, -0.256], [-0.036, -0.329, -0.158], [-0.137, 0.215, 0.189], [0.137, 0.003, -0.298], [0.158, -0.089, 0.065], [0.284, -0.071, 0.155], [0.282, 0.079, -0.073], [-0.110, 0.437, 0.108], [-0.178, 0.084, 0.316], [-0.157, -0.256, -0.143], [0.083, -0.287, -0.095], [-0.401, -0.108, 0.058], [-0.235, 0.010, -0.009], [0.155, 0.276, -0.206], [-0.073, 0.216, 0.214], [-0.414, -0.131, 0.135], [-0.324, -0.087, -0.168], [-0.092, 0.019, 0.271], [0.001, -0.274, -0.133], [0.167, -0.153, -0.007], [0.128, 0.015, -0.170], [-0.123, -0.183, 0.123], [-0.140, -0.217, 0.062], [-0.211, 0.309, 0.471]], "total_charge": 1, "spin_multiplicity": 1, "lumo_energy_ha": -0.1918, "orbital_gap_ev": 2.473}